1.
Molecular formula: C27H27N2
Method: DFT, wB97M-V/def2-TZVPD

The value obtained for the frontier orbital gap is 5.8 eV. For the energy relative to the best compared isomer or geometry (same formula, charge and spin), the calculation gives 16.1 kcal/mol. For the highest occupied orbital energy, the calculation gives -10.20 eV.

Structure (ORCA input):
```
! RIJCOSX wB97M-V def2-TZVPD def2/J DEFGRID3
* xyz 1 1
H 0.5189 -2.8726 4.4619
N -0.2967 -1.0216 2.0404
C -1.9974 -4.6032 5.8963
H -2.5634 -2.7443 2.8193
C -2.6562 2.4470 1.6610
H -3.2094 3.3829 1.5490
H 2.1304 -4.8913 5.5839
C 0.9591 -7.7874 4.5811
H 2.8508 -7.0787 5.4021
H -1.1224 -1.6369 6.1527
H -1.1211 -7.1095 4.3955
H 4.3611 -0.5484 1.7638
C -2.7394 -5.6297 6.4968
H -3.2060 -0.9359 2.0342
C -2.6655 0.0022 1.9314
H -4.4380 1.2454 1.7833
H 1.1099 -8.6449 5.2415
C -0.4283 -3.2279 4.8547
C 0.9907 -0.4088 1.9581
H 0.4007 -2.9134 2.3696
H -2.2199 -2.7581 1.0632
C -3.9794 -5.3335 7.0843
H 1.7762 -4.8140 3.8576
C -1.5028 -2.3085 5.3552
H 2.3416 -2.0745 2.0401
C -1.7999 -2.9633 2.0606
H -2.3404 -6.6364 6.5452
H -4.1117 -1.9698 6.4694
H 0.7714 -8.1519 3.5649
H -0.6690 3.3746 1.5832
H -1.6102 -4.0405 2.1408
C 3.1851 1.2566 1.6604
C -0.5910 1.2500 1.7907
H -1.9459 -1.6442 4.5989
C -3.7531 -2.9976 6.4722
H -5.4791 -3.8166 7.5049
C 2.2435 -0.9934 1.9413
C 1.6126 -5.4139 4.7641
C -1.2807 0.0164 1.9218
H -4.5403 -6.1223 7.5930
C -0.6521 -4.5408 5.2416
C -0.2476 -6.9680 5.0506
H 4.0607 1.8984 1.5430
C -0.5034 -2.3097 2.3153
C -1.2618 2.4635 1.6699
C -2.5162 -3.3022 5.9154
C -3.3486 1.2298 1.7919
C -4.5024 -4.0295 7.0630
C 0.8156 0.9817 1.8072
H 2.7200 -6.9171 3.6365
C 2.1696 -6.8366 4.5792
H 1.7250 2.9030 1.5815
H -0.5461 -7.2756 6.0615
C 1.9125 1.8325 1.6751
N 0.1935 -5.5863 5.0655
C 3.3524 -0.1376 1.7872
*
```

Just the Mulliken charges please, in e? Sure, here they are:
1 H 0.86
2 N 0.50
3 C 0.43
4 H 0.27
5 C -0.67
6 H 0.40
7 H 0.31
8 C -0.66
9 H 0.29
10 H 0.46
11 H 0.36
12 H 0.40
13 C -0.27
14 H 0.31
15 C -0.24
16 H 0.41
17 H 0.32
18 C -1.18
19 C 0.24
20 H 0.34
21 H 0.48
22 C -0.85
23 H -0.01
24 C -1.07
25 H 0.38
26 C -1.60
27 H 0.22
28 H 0.44
29 H 0.27
30 H 0.40
31 H 0.39
32 C -0.67
33 C 0.21
34 H 0.19
35 C -0.76
36 H 0.39
37 C -0.40
38 C -0.37
39 C 0.64
40 H 0.40
41 C 1.14
42 C -0.67
43 H 0.39
44 C 0.29
45 C -0.51
46 C 0.31
47 C -0.94
48 C -0.54
49 C 0.59
50 H 0.33
51 C -0.57
52 H 0.41
53 H 0.32
54 C -0.44
55 N 0.17
56 C -0.84

2.
Molecular formula: C10H12N2O5Sm
Method: DFT, wB97M-V/def2-TZVPD

As for the expectation value of S²: 8.76. The value obtained for the frontier orbital gap (alpha / beta) is 5.2 / 5.4 eV. For the highest occupied orbital energy (alpha / beta), the calculation gives -19.31 / -19.34 eV.

Structure (ORCA input):
```
! RIJCOSX wB97M-V def2-TZVPD def2/J DEFGRID3
* xyz 3 6
C -1.9116 5.2900 1.8993
C -0.3928 3.2438 -0.5758
C -0.6343 4.9221 1.2503
N -0.7903 3.5569 0.7934
C 0.3124 -0.8225 2.0016
H -1.4669 4.6865 3.9131
H -2.7345 5.1835 1.1826
O -2.9304 -0.3744 -1.5608
H -1.8967 6.3330 2.2028
C -1.9131 -0.2717 -1.0551
H -1.8473 2.2322 4.7392
O 2.5518 1.4995 -1.5671
C -2.3428 2.0461 3.7797
O 0.9762 -2.8615 -1.1748
H -0.6784 2.2296 -0.9162
H -3.4217 2.1267 3.9481
C 1.7091 0.9572 -1.0338
H -3.1722 4.5326 3.4546
N -1.9197 3.0328 2.7962
C -2.1429 4.4224 3.0950
H 0.1952 4.9656 1.9674
H -0.9475 3.9036 -1.2769
H -2.1252 1.0026 3.4910
C 0.6282 -1.8472 -0.7586
Sm -0.0864 0.4007 0.1294
O 0.3899 -1.1603 3.1361
H -0.3836 5.5494 0.3829
H 0.6850 3.4268 -0.7418
O -1.2888 1.4255 1.5304
C -1.3076 2.6356 1.6741
*
```

Just the Mulliken charges please, in e? Sure, here they are:
1 C -0.63
2 C -1.01
3 C -0.68
4 N 0.11
5 C 0.31
6 H 0.38
7 H 0.30
8 O 0.03
9 H 0.38
10 C 0.30
11 H 0.36
12 O 0.06
13 C -0.95
14 O 0.02
15 H 0.35
16 H 0.37
17 C 0.12
18 H 0.39
19 N 0.12
20 C -0.64
21 H 0.31
22 H 0.43
23 H 0.24
24 C 0.18
25 Sm 1.16
26 O -0.04
27 H 0.43
28 H 0.35
29 O -0.62
30 C 0.90

3.
Molecular formula: C4H8OS2
Method: DFT, wB97M-V/def2-TZVPD

As for the expectation value of S²: 0.76. The value obtained for the frontier orbital gap (alpha / beta) is 6.0 / 6.9 eV. For the energy relative to the best compared isomer or geometry (same formula, charge and spin), the calculation gives 5.0 kcal/mol. For the highest occupied orbital energy (alpha / beta), the calculation gives -2.23 / -3.41 eV.

Structure (ORCA input):
```
! RIJCOSX wB97M-V def2-TZVPD def2/J DEFGRID3
* xyz -1 2
H 1.1962 -2.2575 0.2086
C 0.6634 0.0264 1.2709
H 0.0621 0.8857 1.5797
S -0.1731 2.5075 -0.6725
C 0.4051 -2.4494 0.9565
C -0.6948 2.0020 -2.2887
H -0.9004 -1.0167 0.3584
H -0.9707 -1.2143 2.1515
O 0.2505 -3.5022 1.5338
H -0.0074 2.2957 -3.0955
C -0.3209 -1.1500 1.2815
H -0.8144 0.9253 -2.3826
H -1.6185 2.5571 -2.4196
S 1.3728 0.3606 -0.3909
H 1.5501 0.0298 1.9088
*
```

Just the Mulliken charges please, in e? Sure, here they are:
1 H 0.30
2 C -0.69
3 H 0.25
4 S -0.39
5 C 0.10
6 C -0.76
7 H 0.17
8 H 0.32
9 O -0.55
10 H 0.23
11 C -0.36
12 H 0.23
13 H 0.24
14 S -0.40
15 H 0.30

4.
Molecular formula: C27H38FN5O2RhSSi2
Method: DFT, wB97M-V/def2-TZVPD

The value obtained for the frontier orbital gap is 6.4 eV. For the highest occupied orbital energy, the calculation gives -9.99 eV.

Structure (ORCA input):
```
! RIJCOSX wB97M-V def2-TZVPD def2/J DEFGRID3
* xyz 1 1
H -4.2275 2.7154 3.0279
O 1.5261 0.6717 1.4728
C -2.2325 1.9323 3.1560
H -2.6256 -1.4495 -1.4524
C 4.2756 1.2716 1.9038
C 2.8640 -0.8842 3.5281
H 1.7033 2.9279 3.4244
C -3.5946 0.8083 -3.0339
H -4.1438 -1.2040 -6.2739
C 3.5580 -3.3321 0.3893
H 3.1619 -1.6714 2.8358
H 4.6357 0.5135 1.2038
C 1.0341 -2.0583 0.4949
C -1.1883 1.3732 2.4363
C -3.9920 -0.6409 -5.3642
H 4.5191 -3.8243 0.3503
H -2.1212 2.0821 4.2198
N -1.2216 0.7193 -1.4072
H -5.7079 1.1453 -3.0515
N 3.1670 2.3825 -2.1320
C -2.5149 0.2087 -3.6727
H -0.2467 1.0812 2.8771
H 5.0415 1.4116 2.6691
C -4.8685 0.6848 -3.5585
N -0.2050 -1.4176 0.3676
Si -1.7331 -2.1591 0.7789
H 2.7663 -4.6128 1.9066
H -3.1044 -0.9147 2.4965
Rh 0.2071 0.4996 0.0538
H 4.7733 3.1970 -1.0708
H -4.2118 1.9117 -1.3962
C 2.5715 -3.7727 1.2534
C -3.3951 2.2819 2.4915
H -2.7838 -2.5706 2.9825
C -2.4096 1.5172 0.4546
N -3.3919 1.5029 -1.8124
H 2.9312 2.3342 4.5386
H -1.5170 -1.3674 3.1359
H -2.6599 -4.3821 0.6579
C -3.4876 2.0654 1.1225
H 0.6135 -3.4612 2.0537
H 1.9452 -1.2056 4.0247
H -3.7045 -2.5516 -0.6210
H 5.2210 2.2231 -2.4745
C 4.5057 2.9516 -2.0962
H 4.0643 -1.8060 -1.0720
C 3.3153 -2.2170 -0.4091
C 1.3381 -3.1333 1.3290
H -3.7060 -0.8645 -0.1646
C 2.0915 2.0293 3.9098
C 2.7205 1.7391 -3.3594
C 2.3354 2.5502 -1.1175
N -1.2828 1.1825 1.1220
H -4.3944 2.3312 0.5975
H 1.3222 1.6407 4.5827
H -1.1573 -4.3561 -0.2638
H 4.5652 3.8540 -2.7061
C -2.3353 1.2383 -1.0029
H 4.1743 2.2160 1.3635
H 2.7803 3.0599 -0.2552
H 2.0858 0.8919 -3.1169
H 2.1620 2.4354 -3.9869
H 3.6403 -0.7970 4.2924
C -5.0632 -0.0257 -4.7346
H -1.1263 -4.5172 1.4930
H -1.8763 -1.0209 -5.3000
F 1.8318 -0.4851 -1.0651
S -0.8797 0.4890 -3.0579
C -2.3414 -1.6948 2.5016
C -1.6263 -4.0244 0.6640
H -6.0580 -0.1059 -5.1494
O 1.1526 2.1847 -1.1004
Si 2.6344 0.7442 2.6445
C -3.0567 -1.6839 -0.4786
C 2.0824 -1.6390 -0.3218
C -2.7178 -0.5368 -4.8220
H 3.5924 1.3876 -3.9061
*
```

Just the Mulliken charges please, in e? Sure, here they are:
1 H 0.44
2 O 0.15
3 C -0.95
4 H -0.06
5 C -1.02
6 C -0.98
7 H 0.34
8 C 0.54
9 H 0.41
10 C -0.54
11 H 0.16
12 H 0.28
13 C 0.13
14 C -0.38
15 C -0.74
16 H 0.41
17 H 0.53
18 N 0.41
19 H 0.39
20 N 0.23
21 C 0.65
22 H 0.42
23 H 0.49
24 C -0.82
25 N 0.38
26 Si -0.18
27 H 0.40
28 H 0.31
29 Rh -0.46
30 H 0.29
31 H 0.16
32 C -1.21
33 C -0.88
34 H 0.53
35 C 1.37
36 N -0.09
37 H 0.40
38 H 0.26
39 H 0.42
40 C -0.77
41 H 0.62
42 H 0.29
43 H 0.64
44 H 0.34
45 C -0.92
46 H 0.52
47 C -0.87
48 C -0.17
49 H 0.28
50 C -1.23
51 C -0.70
52 C -0.02
53 N 0.63
54 H 0.45
55 H 0.33
56 H 0.38
57 H 0.35
58 C -0.10
59 H 0.15
60 H 0.50
61 H 0.09
62 H 0.29
63 H 0.49
64 C -0.63
65 H 0.39
66 H 0.46
67 F 0.23
68 S -0.21
69 C -1.09
70 C -1.34
71 H 0.41
72 O -0.72
73 Si 0.15
74 C -0.75
75 C 0.60
76 C -0.61
77 H 0.36

5.
Molecular formula: C33H65N2O28P2
Method: DFT, wB97M-V/def2-TZVPD

The value obtained for the frontier orbital gap is 6.7 eV. For the highest occupied orbital energy, the calculation gives -11.40 eV.

Structure (ORCA input):
```
! RIJCOSX wB97M-V def2-TZVPD def2/J DEFGRID3
* xyz 1 1
H -5.6089 5.1375 5.0223
C -0.2095 -7.9069 0.8832
C -0.6036 -0.6422 -0.8005
H -0.7434 -1.1908 7.3646
C 8.1723 4.1677 0.2613
O 2.9268 -2.8481 -7.6911
H 1.9036 -2.1696 1.7999
O 1.0075 -8.4388 0.7977
H 9.1417 1.6435 -4.9469
O 7.2994 -0.1872 -5.5450
O 7.6251 1.0208 -3.6611
N -1.8264 -0.8956 -1.1976
O -8.0804 3.1309 2.8673
C -0.6243 -2.2747 0.8593
H 0.4562 6.3102 3.7287
O 8.4259 3.6427 -0.9374
C 0.0913 -1.2783 0.1983
H 5.0207 -1.4427 -5.0273
H 6.4648 -4.3120 -8.0614
H -8.3526 4.2731 1.1497
H -1.5412 -1.9109 -8.7155
H 2.7246 -8.8409 1.8067
H 6.6528 -3.0790 -6.7782
C -5.8936 0.4552 6.4524
C 4.1039 -3.3881 -7.3592
O -0.8958 -3.7025 -4.9830
O 1.5688 -2.6674 2.5555
C -2.2569 1.7392 2.0049
C 7.2633 3.2075 -1.6474
C -1.2316 -1.5905 -7.7254
H 6.7467 2.4238 -1.0958
H 1.1592 0.4998 -1.3264
H 6.5936 4.0460 -1.8366
N -2.5486 -1.8458 -0.6138
H -1.5793 -3.1603 3.6324
H -4.7480 -3.4231 2.8764
O -0.3671 1.6885 0.4311
C -0.5377 -3.5858 -3.6124
C -0.8527 -2.5420 -5.6380
H 1.9229 -3.2341 -5.9127
O -0.5573 -1.4727 -5.1606
H -6.4082 1.3471 6.7975
O -3.5239 -4.7071 0.0071
O -1.1428 7.5561 3.6223
H 1.7126 -4.4632 -7.1990
H -1.5215 -1.4857 5.8027
H -0.6078 -4.5750 -3.1680
H -1.5874 1.7839 -1.2473
H -9.7882 4.1152 2.2029
O -2.6022 -0.3764 7.1808
C -2.3800 7.7878 4.0668
H -5.2040 -2.8276 1.2937
C -1.6852 -1.4267 6.8776
H 0.4887 -3.2318 -3.5142
O -0.7468 -2.6692 3.5544
O 7.0845 4.2923 0.7612
C 6.3774 -3.2550 -7.8163
H -2.2468 -0.3594 -1.9494
H -1.7831 3.2241 0.4943
H 9.4903 1.7039 -3.2117
C 1.8169 -3.4005 -6.9859
H -4.8658 8.5020 3.5992
H -1.2254 -2.9192 -3.0907
H -1.9477 -0.8639 -7.3475
H -6.4283 -0.4188 6.8201
H -2.2247 2.0053 3.0616
H -2.5022 -7.6465 -1.3583
H -4.3907 10.1886 3.3440
O 4.2735 -4.2585 -6.5461
O -1.2145 -2.7606 -6.8952
H -0.1482 0.3779 -2.6010
C -7.6040 4.0939 3.6607
C 6.8973 0.3299 -4.5388
H -9.2321 2.7381 1.2395
H 8.6193 6.0247 2.0662
O 9.3312 4.5290 0.8087
C -1.9503 -2.4653 0.3675
C -0.5229 1.7963 -0.9661
H -7.0488 4.9825 6.0735
H -2.0475 -2.3797 7.2599
H 8.7737 4.4051 2.8085
P 0.0737 -3.2698 2.2813
O 5.6359 0.3142 -4.0992
H -4.0673 -1.8885 2.2201
H 0.9374 -2.8913 -7.3378
P -2.9390 -3.8052 1.2475
C 9.0148 1.1240 -3.9990
O -0.8011 -8.0282 -0.3058
O 5.0490 -2.7864 -8.0729
H 4.6836 0.0648 -5.9313
O -2.9847 7.1053 4.8520
C 9.2125 5.1129 2.1074
H -2.0792 0.6613 1.9353
C -3.8053 -0.5403 6.6333
H -2.7753 -8.0163 0.3502
H 1.9229 -7.3448 2.3124
O -7.8152 5.2704 3.5442
O -2.8253 8.9004 3.4915
O -4.5640 0.4944 6.9777
H 10.2178 5.3597 2.4367
H -4.1982 9.4668 4.9490
O -4.1419 -1.4647 5.9346
H -1.1091 5.4963 3.8991
C 4.7319 -0.3949 -4.9455
H -5.8768 0.4641 5.3640
H -0.6389 3.1195 1.8668
C 1.7629 -8.3786 2.0098
H 3.7482 -0.3380 -4.4854
H -0.0368 2.6880 -1.3710
C -0.5364 6.3845 4.1650
C 0.0934 0.4946 -1.5405
O -6.8543 3.5209 4.6024
C -4.3611 -2.9174 1.9934
H -5.6922 3.8627 6.2440
C -6.2741 4.4426 5.5322
H -2.1148 -6.4319 -0.1376
H -0.4424 6.4645 5.2465
H -3.2829 1.9085 1.6655
H 1.2634 -8.9332 2.8019
H -4.4704 -4.5746 -0.1383
H 7.0426 -2.6855 -8.4582
C -2.1252 -7.4934 -0.3499
H 1.1017 -1.0131 0.4682
H -0.2388 -1.1476 -7.7904
C -8.9110 3.6078 1.8063
C -4.1510 9.2742 3.8788
H 7.5926 2.8040 -2.5967
O -0.6934 -7.4000 1.8621
H 9.4739 0.1386 -4.0383
C -1.2491 2.5489 1.1646
*
```

Mulliken population analysis, charges in e, atoms 1 to 99:
1 H 0.32
2 C 0.83
3 C -0.06
4 H 0.24
5 C 0.77
6 O -0.34
7 H 0.32
8 O -0.35
9 H 0.33
10 O -0.54
11 O -0.32
12 N 0.52
13 O -0.30
14 C 0.87
15 H 0.24
16 O -0.26
17 C -0.01
18 H 0.26
19 H 0.30
20 H 0.30
21 H 0.23
22 H 0.22
23 H 0.24
24 C -0.64
25 C 0.82
26 O -0.34
27 O -0.55
28 C -0.78
29 C -0.47
30 C -0.65
31 H 0.29
32 H 0.43
33 H 0.35
34 N -0.90
35 H 0.39
36 H 0.38
37 O -0.27
38 C -0.57
39 C 0.83
40 H 0.20
41 O -0.58
42 H 0.18
43 O -0.48
44 O -0.33
45 H 0.31
46 H 0.06
47 H 0.33
48 H 0.41
49 H 0.30
50 O -0.34
51 C 0.82
52 H 0.42
53 C -0.37
54 H 0.27
55 O -0.32
56 O -0.55
57 C -0.56
58 H 0.30
59 H 0.38
60 H 0.24
61 C -0.37
62 H 0.27
63 H 0.23
64 H 0.31
65 H 0.33
66 H 0.37
67 H 0.27
68 H 0.22
69 O -0.57
70 O -0.36
71 H 0.21
72 C 0.71
73 C 0.69
74 H 0.22
75 H 0.29
76 O -0.32
77 C 0.01
78 C -0.57
79 H 0.34
80 H 0.30
81 H 0.29
82 P 0.41
83 O -0.31
84 H 0.24
85 H 0.06
86 P 0.31
87 C -0.71
88 O -0.35
89 O -0.33
90 H 0.33
91 O -0.54
92 C -0.63
93 H 0.01
94 C 0.86
95 H 0.31
96 H 0.23
97 O -0.53
98 O -0.32
99 O -0.33

6.
Molecular formula: C7H17N
Method: DFT, wB97M-V/def2-TZVPD

As for the expectation value of S²: 0.75. The value obtained for the frontier orbital gap (alpha / beta) is 2.2 / 7.0 eV. For the energy relative to the best compared isomer or geometry (same formula, charge and spin), the calculation gives 19.6 kcal/mol. For the highest occupied orbital energy (alpha / beta), the calculation gives 1.48 / -3.41 eV.

Structure (ORCA input):
```
! RIJCOSX wB97M-V def2-TZVPD def2/J DEFGRID3
* xyz -1 2
C -2.0442 -0.0748 1.4799
H 1.5139 -1.8312 -1.1164
H -3.5530 1.3314 2.0672
H -1.0281 -1.9257 1.9999
H 3.7573 -0.6317 -1.4918
H -3.3912 1.1733 0.3105
H 1.4920 -1.0028 0.4396
C -1.9259 -1.4587 1.6023
H 0.0856 -0.8740 -0.6314
C 1.8069 0.2877 -1.2695
H 1.4235 1.1823 -0.7728
H 0.4863 0.4927 -2.8178
H -0.7571 1.5166 0.8047
H 1.7573 -0.4508 -3.1735
C 1.1729 -0.9276 -0.6009
C -3.3522 0.6017 1.2538
C -0.8932 0.8357 1.6686
N 1.4894 0.4042 -2.6951
H -0.9700 1.4744 2.5647
H 0.0353 0.2733 1.7757
H 3.6166 0.3861 -0.0613
C 3.3196 0.2884 -1.1046
H -4.1582 -0.1322 1.2821
H -2.7009 -2.1287 1.2558
H 3.7403 1.1292 -1.6574
*
```

Just the Mulliken charges please, in e? Sure, here they are:
1 C 0.75
2 H 0.34
3 H 0.27
4 H 0.38
5 H 0.37
6 H 0.19
7 H 0.24
8 C -0.99
9 H 0.44
10 C 0.79
11 H 0.17
12 H 0.30
13 H 0.17
14 H 0.32
15 C -1.72
16 C -1.34
17 C -1.30
18 N -0.78
19 H 0.51
20 H 0.23
21 H 0.41
22 C -1.57
23 H 0.39
24 H 0.07
25 H 0.38

no.,E (hartree)
1,-1154.32474
2,-1530.71691
3,-1028.81785
4,-2663.43841
5,-4195.16477
6,-331.57275